(1)
Entry from the OMol25 dataset: C14H24BCaN8O as an isolated structure (the ωB97M-V functional and the def2-TZVPD basis).

Values from the calculation:
**Multiplicity**: 1
**Maximum force**: 0.00990 Eh/bohr
**Frontier orbital gap**: 9.55 eV
**Net charge**: +1
**HOMO**: -0.43015 Ha
**LUMO**: -0.079 hartree
**M**: 371.29 g/mol

Positions of all 49 atoms, in Å:
Ca -0.55256 -1.11766 -0.59486
O -0.34775 1.04304 -0.79886
N -4.67209 -2.75139 -0.54564
N -0.60206 3.26040 -0.95729
N 1.49906 -2.04675 -1.04505
N 2.11872 -2.49200 0.08188
N -2.68164 -2.04683 -1.13999
N -0.48496 -1.28690 1.70263
N 1.40940 2.30726 -0.12856
N 0.60478 -1.96458 2.15730
C -0.17724 -0.79389 3.87254
C -3.35765 -3.01950 -0.56556
C -3.63265 -1.09788 -1.49636
C -1.88348 3.00338 -1.60846
C 2.45840 -1.83493 -1.94891
C -0.94700 -0.57846 2.73688
C 1.95225 1.12283 0.52992
C 0.15722 2.19404 -0.65140
C 2.45417 3.14808 -0.71191
C -0.31325 4.62588 -0.53066
C 0.79388 -1.68730 3.44889
C -4.86785 -1.52628 -1.13868
C 3.43431 -2.57333 -0.13962
C 3.70852 -2.15609 -1.43062
B 1.32170 -3.08364 1.30650
H 3.21034 3.33125 0.04897
H -5.84663 -1.09716 -1.25290
H 1.60461 -2.16053 3.97765
H 1.19777 0.65242 1.15526
H -2.93928 -3.92637 -0.15963
H 4.66832 -2.11522 -1.91339
H -1.25874 5.15297 -0.43848
H -5.38247 -3.35788 -0.17029
H -1.81160 0.05698 2.61491
H 0.47514 -3.83238 0.87640
H 4.07859 -2.94056 0.64198
H 2.92747 2.63693 -1.55488
H 2.76181 1.44977 1.18025
H -0.30452 -0.38015 4.85666
H 0.29810 5.17578 -1.24392
H 2.12980 -3.59740 2.03128
H 2.20486 -1.46824 -2.93221
H 2.09006 4.10486 -1.05082
H 0.17575 4.62131 0.44243
H -2.43066 2.22294 -1.08414
H -1.74999 2.70267 -2.64836
H -2.46595 3.91893 -1.58292
H -3.37336 -0.18996 -2.01587
H 2.34834 0.39155 -0.18205



(2)
Entry from the OMol25 dataset: C14H24BN3O6S in the gas phase (the ωB97M-V functional and the def2-TZVPD basis).

Values from the calculation:
**Multiplicity**: 1
**Maximum force**: 0.08605 Eh/bohr
**Frontier orbital gap**: 9.59 eV
**HOMO**: -0.34217 Ha
**LUMO**: 0.010 hartree
**SMILES**: N[C@@](CCCCB(O)O)(CNS(=O)(=O)NCc1ccccc1)C(=O)O
**M**: 373.24 g/mol

Positions of all 49 atoms, in Å:
S 1.67850 -0.95714 2.17853
O -2.03202 2.92826 -3.23292
O 1.93558 0.46035 2.08426
O -2.81614 -1.38315 1.65491
O -1.25573 -0.71829 0.19146
O -1.96105 1.01184 -1.83790
O 2.51145 -1.84396 3.01923
N 0.23832 -1.41737 3.02138
N -2.53046 0.96974 2.90657
N 1.28566 -1.60632 0.70040
C 1.48778 -2.98772 -4.07013
C -1.28757 2.50812 0.86412
C 0.75583 -1.89298 -2.05447
C -1.80648 -0.62822 1.25005
C -0.13915 2.89570 -1.40590
C -0.46530 1.48649 1.67216
C -0.51138 3.48696 -0.09329
C 2.39516 -1.29682 -0.23371
C -0.62277 -0.33981 3.35844
C 2.79377 -2.89990 -3.67463
C 0.47148 -2.46548 -3.31850
C 3.10390 -2.43794 -2.42217
C -1.35832 0.40948 2.26599
C 2.08914 -1.93098 -1.59937
B -1.46003 2.26383 -2.14517
H 2.53670 -0.21790 -0.32461
H 0.34853 -1.19258 0.49765
H -1.82400 3.14381 1.63152
H 0.38467 3.56058 -2.09646
H -1.20962 4.37705 -0.21070
H -2.21068 1.51885 3.70594
H -2.02455 1.94692 0.35850
H -1.72250 0.36283 -1.13481
H -0.50016 -2.37226 -3.67020
H 3.31945 -1.64452 0.21956
H 4.09209 -2.46748 -2.01746
H 3.55334 -3.06892 -4.41333
H 0.43340 1.13853 1.06157
H -0.12097 0.38538 3.98063
H -3.08445 0.17017 3.21901
H 0.00755 1.96384 2.47043
H -2.84163 2.52512 -3.60557
H 0.30936 1.95279 -1.38425
H -1.37428 -0.73707 3.98677
H 0.43759 3.81172 0.42404
H 1.32912 -3.48817 -5.01548
H -0.01977 -1.49612 -1.48187
H -2.97522 -1.97016 0.90161
H 0.65585 -1.81711 3.81821



(3)
Entry from the OMol25 dataset: a 7-piece molecular cluster, C14H24Cl6O19S4 overall (the ωB97M-V functional and the def2-TZVPD basis).

Values from the calculation:
**Multiplicity**: 1
**Maximum force**: 0.06980 Eh/bohr
**Frontier orbital gap**: 10.91 eV
**HOMO**: -0.40622 Ha
**LUMO**: -0.005 hartree
**SMILES**: C[C@H]1COC(=O)O1.O=S1(=O)OCCO1.O=S1(=O)OCCO1.O=S1(=O)OCCO1.O=S1(=O)OCCO1.ClC(Cl)Cl.ClC(Cl)Cl
**M**: 837.31 g/mol

Positions of all 67 atoms, in Å:
Cl 2.16303 -0.64825 -1.13971
Cl 5.07036 -0.46186 -0.69958
Cl -0.35671 1.42433 1.75071
Cl -2.59778 0.05306 0.35562
Cl -0.67342 1.64341 -1.14582
Cl 3.27907 1.18838 0.86928
S -3.94795 0.70582 -5.92159
S 1.36249 6.60438 0.07654
S 0.00932 -1.58708 -3.81041
S 0.05638 -3.54354 1.27648
O -0.35028 -1.25166 -2.48100
O 2.95100 -1.59271 7.48136
O -0.60008 -2.71870 -4.44621
O -3.66925 -0.31150 -6.88663
O -0.42849 -2.80494 0.12679
O -2.60667 1.62196 -5.61258
O 2.69407 -2.15097 5.33590
O -0.61873 -2.90430 2.58210
O -4.09953 0.10912 -4.39141
O -0.09326 -0.28266 -4.76070
O 1.76605 6.72453 1.64028
O -0.75134 -4.93093 1.41176
O 2.57487 6.31735 -0.69004
O 0.56921 7.72899 -0.27649
O 1.61600 -1.65125 -4.04641
O -5.05489 1.60267 -6.16553
O 0.90880 -1.68467 6.54028
O 1.47790 -3.70916 1.45227
O 0.61154 5.20278 0.23994
C 0.38409 -1.85809 5.21365
C 1.91506 -1.35975 -5.40792
C -0.94475 0.61530 0.26832
C 2.25289 -1.76556 6.53218
C -2.65096 2.06080 -4.27284
C 1.70841 5.47824 2.29856
C -1.75919 -4.88343 2.43680
C -3.15149 0.81605 -3.54348
C 1.62689 -2.34019 4.40742
C -1.94432 -3.42779 2.79856
C 0.89392 -0.30012 -5.78951
C 0.87347 4.47536 1.45228
C 3.45010 -0.37336 0.03027
C -0.31319 -0.57711 4.79419
H 0.40040 -0.62692 -6.70901
H -1.68149 2.30681 -3.85724
H -2.69834 -2.89331 2.22323
H -1.47571 -5.57376 3.23315
H -1.13424 -0.19138 5.39519
H -2.12031 -3.25732 3.85799
H -2.40469 0.03670 -3.38714
H -3.59974 0.98672 -2.56612
H 1.45391 3.57319 1.29845
H -3.46737 2.77980 -4.16531
H -0.35473 -0.28971 0.16622
H -0.36962 -2.63193 5.37898
H 1.17865 0.73890 -5.93758
H 1.69541 -1.70934 3.52629
H 0.36453 0.28594 4.76884
H 2.73837 5.13835 2.43014
H 1.96466 -2.21092 -6.09108
H -0.61224 -0.65657 3.74671
H -2.59504 -5.37620 1.93371
H -0.03462 4.26458 2.00671
H 1.21742 5.73046 3.24005
H 2.97317 -1.08900 -5.36696
H 3.44846 -1.18269 0.74936
H 1.51056 -3.40539 4.24174



(4)
Entry from the OMol25 dataset: C14H24ClN6O8S2Sc as an isolated structure (the ωB97M-V functional and the def2-TZVPD basis).

Values from the calculation:
**Multiplicity**: 1
**Maximum force**: 0.01935 Eh/bohr
**Frontier orbital gap**: 7.88 eV
**HOMO**: -0.28526 Ha
**LUMO**: 0.004 hartree
**M**: 548.92 g/mol

Positions of all 56 atoms, in Å:
Sc 0.30752 0.16678 0.03616
Cl -0.33641 -1.62740 2.19431
S -1.17949 -0.55821 -2.04584
S -0.67273 2.21639 -1.37272
O 1.63664 -1.85059 -0.39970
O 0.87802 -0.79325 2.11531
O 2.03935 0.44896 -1.68227
O -1.19741 -1.13522 3.22056
O 1.27665 1.69786 0.88845
O -0.01866 -2.99367 2.38454
O 1.32359 3.87513 1.35382
O -0.95822 -1.41214 0.86870
N -0.76466 5.70982 1.05080
N -1.19303 1.31353 1.53656
N -0.33698 5.51782 -1.19906
N -2.50050 5.85296 -0.50780
N -2.93284 4.10288 -3.11867
N -3.96803 0.00840 -4.66845
C 2.84449 -0.66628 -2.04530
C 2.48938 -2.67893 0.40047
C -2.53717 1.55631 -3.18602
C 0.74814 2.78569 1.30749
C -2.78686 2.95879 -3.19693
C -1.21094 5.67961 -0.20190
C 2.02335 -1.89140 -1.77861
C 2.55094 1.65502 -2.24599
C -1.56059 1.09017 -2.32572
C -0.73092 2.69505 1.70994
C -3.32579 0.69761 -4.00654
C -0.87308 4.74959 3.31045
C -1.02704 3.24032 3.10837
C -1.58379 5.61049 2.26368
H 2.54153 1.58032 -3.33552
H 0.18064 5.02967 3.34483
H -2.16391 1.29490 1.24068
H -0.39610 2.72082 3.83612
H -1.75476 6.61008 2.66637
H -2.83448 5.56894 -1.42188
H 3.53548 -2.40923 0.23360
H 2.24178 -2.52865 1.44171
H 2.58780 -2.80073 -1.99063
H 3.76376 -0.66219 -1.44803
H 3.11216 -0.60880 -3.10450
H 0.19390 5.35623 1.17278
H 2.32865 -3.72344 0.13048
H 0.54815 5.09646 -0.95746
H -0.70967 5.23457 -2.09844
H -1.15756 0.82355 2.42868
H 1.11686 -1.87742 -2.38057
H -3.17927 5.98024 0.21996
H -1.26259 3.28399 0.96601
H 1.90442 2.46518 -1.93333
H -2.56020 5.17532 2.02828
H -2.05896 2.96127 3.34370
H -1.29194 5.00073 4.28627
H 3.57125 1.82589 -1.89246



(5)
Entry from the OMol25 dataset: C14H24InN4O5 as an isolated structure (the ωB97M-V functional and the def2-TZVPD basis).

Values from the calculation:
**Multiplicity**: 1
**Maximum force**: 0.07510 Eh/bohr
**Frontier orbital gap (alpha / beta)**: 6.81 / 6.82 eV
**Net charge**: +1
**HOMO (alpha / beta)**: -0.40168 / -0.40188 Ha
**LUMO (alpha / beta)**: -0.151 / -0.151 hartree
**M**: 443.19 g/mol

Positions of all 48 atoms, in Å:
In -0.65775 0.09356 -0.41927
O -4.17832 2.16506 -1.30004
O 2.61342 -0.04064 -0.09674
O 1.44890 -3.44229 -3.25843
O -0.65500 1.31549 1.82062
O -1.44672 3.08036 -0.38017
N -0.51385 2.26494 -0.71298
N -0.42023 -1.67676 1.01023
N -2.73762 -0.03934 0.67061
N 1.43824 0.66238 -0.40593
C 1.73224 1.81889 -0.99583
C 0.67108 -2.44984 1.04809
C 0.87172 4.13526 -1.67525
C -0.08118 -3.41598 3.08878
C -0.43542 -1.04614 -2.12684
C -3.70439 -1.23435 2.65368
C 3.18274 2.04400 -1.06314
C 0.89220 -3.25259 2.14813
C -2.35000 -2.85333 3.88524
C -1.49246 -1.85626 1.83836
C -3.52305 -2.12673 3.75373
C -2.68948 -1.08682 1.70650
C 0.66522 2.74984 -1.16296
C -1.30210 -2.74823 2.94280
H 0.05532 1.08002 2.44647
H -3.24699 2.19713 -1.14839
H 0.06066 -4.04866 3.95263
H -4.26951 1.83936 -2.21354
H -2.23962 -3.50568 4.75175
H 3.68814 1.26317 -1.64340
H -1.41971 -0.62132 -2.33994
H 2.33398 -0.81424 0.43658
H -2.93987 0.86120 1.13445
H 1.64932 4.63356 -1.07145
H 1.20513 -4.05232 -2.53968
H 1.31841 -2.41918 0.16647
H -4.35890 -2.19283 4.47216
H -4.61564 -0.62597 2.52191
H 1.23587 4.16091 -2.72109
H 3.61146 2.01981 -0.05136
H -0.50315 2.25391 1.58698
H -3.53936 -0.20490 0.04531
H 3.37560 3.02114 -1.50592
H -0.06997 4.68878 -1.59685
H 0.08016 -0.71463 -2.99895
H -0.58952 -2.09125 -2.13522
H 1.84327 -3.72871 2.20861
H 2.16598 -2.91677 -2.86701